Formula: C32H42N10
Source: the Open Molecules 2025 dataset
Level of theory: the ωB97M-V functional and the def2-TZVPD basis

## Properties
maximum force	1.74	eV/Å
SMILES	c1cc[nH]c1.c1cc[nH]c1.c1cc[nH]c1.c1cc[nH]c1.c1cc[nH]c1.c1cc[nH]c1.CC#N.CC#N.CC#N.CC#N
LUMO level	0.43	eV
frontier orbital gap	8.660	eV
energy above the lowest of the compared OMol25 structures with the same formula, charge and spin	0.0000	eV

```
84
Properties=species:S:1:pos:R:3:forces:R:3:mulliken_charge:R:1
N -1.0466 -5.7947 0.8660 0.1 0.0 0.1 0.06
N 1.6914 0.4384 2.6931 0.1 -0.2 0.0 0.52
N -0.6249 4.9448 2.1227 0.0 -0.2 0.5 0.16
N -4.9500 -2.3388 -4.4022 -0.1 0.0 0.0 -0.44
N 3.4679 -5.2635 -3.6950 0.4 0.3 0.1 0.01
N -3.1647 0.9525 -3.0183 -0.1 0.0 0.0 -0.41
N 0.6950 0.7257 -1.5792 -0.4 0.6 0.3 0.29
N 2.3734 4.0370 2.9228 0.4 -0.3 -0.9 0.23
N 1.5783 0.7626 -4.5637 0.0 0.1 0.1 -0.43
N 1.7084 -3.2306 1.9992 0.0 0.0 -0.1 -0.54
C 0.7087 0.9426 3.4920 -0.1 0.7 -0.2 -0.06
C 1.2962 1.4108 4.6425 -0.1 -1.0 0.2 -1.05
C -0.7395 -2.5989 2.6177 -0.2 -0.1 0.1 -0.43
C 2.5662 5.5719 1.3495 -0.4 0.5 -0.5 -0.63
C -3.1494 -6.0899 1.4633 0.0 0.1 0.7 -0.91
C -0.0231 -0.3890 -1.9054 0.7 -0.6 0.1 -1.17
C -2.4920 5.2066 3.3046 0.2 -0.7 -0.3 -0.70
C 2.3557 -4.5570 -4.0729 -0.5 -0.6 0.9 -0.77
C -1.7668 -4.8262 0.2157 0.6 -0.4 0.4 -0.94
C 4.4747 -4.3813 -3.4013 0.2 -0.1 -0.1 -0.45
C 2.3968 5.2422 3.5503 -0.4 -0.3 0.3 -0.54
C -4.6733 -2.0669 -3.3220 0.1 0.0 -0.1 0.26
C 2.6252 -3.2240 -3.9442 0.4 0.0 -0.8 0.01
C 2.4877 4.2221 1.5667 -0.1 0.1 0.4 -0.66
C 4.0129 -3.1195 -3.6199 -0.5 0.4 0.6 -0.61
C -0.5127 0.1896 0.2187 -0.1 -0.5 -0.5 0.20
C -4.2641 -1.7427 -1.9638 0.2 0.2 0.1 0.28
C -2.5994 1.8615 -2.6062 0.0 -0.2 0.0 0.54
C 0.0891 -0.0029 -6.5641 0.4 -0.2 0.2 -0.89
C -0.7218 -0.7869 -0.7989 0.0 -0.1 -0.1 -0.48
C -1.4415 3.8801 1.8100 0.6 0.6 -0.3 -0.59
C 0.9236 0.4350 -5.4469 -0.3 0.1 0.0 0.43
C -1.8518 3.0096 -2.1601 1.2 0.9 0.5 -0.48
C -3.0643 -4.9403 0.6422 -0.1 0.2 -0.9 0.22
C 0.6323 -2.9250 2.2568 0.0 0.1 0.0 0.47
C 2.4750 6.2344 2.6006 0.1 -0.4 0.3 -0.61
C -1.2312 5.6997 3.0756 -0.7 0.7 0.1 -0.38
C 2.6517 0.9720 4.6035 0.6 1.6 -0.3 -0.35
C 0.3731 1.0945 -0.3063 -0.3 0.4 0.6 -0.78
C -2.6185 4.0453 2.4850 -0.1 -0.3 0.4 -0.92
C 2.9000 0.4906 3.3414 -0.6 -0.2 -0.2 -0.68
C -1.8690 -6.5406 1.6622 0.0 -0.3 -0.7 -0.51
H -1.2354 -4.2069 -0.4873 -0.3 0.3 0.0 0.64
H 2.2538 5.2529 4.6186 0.1 0.3 0.0 0.39
H 1.2220 1.3261 -2.1923 0.1 -0.4 -0.3 0.37
H -0.3047 1.0247 3.1368 0.0 0.0 0.0 0.31
H 0.2532 0.6589 -7.4107 -0.1 -0.1 -0.1 0.33
H 3.4963 -6.2433 -3.4798 0.0 0.0 -0.2 0.21
H -0.8066 6.6013 3.4849 0.3 -0.1 -0.1 0.42
H 1.4413 -5.1064 -4.2302 -0.1 0.2 -0.2 0.37
H -4.8543 -0.9199 -1.5656 -0.2 -0.2 0.0 0.32
H -1.1327 -3.4362 3.1955 -0.1 0.1 0.0 0.35
H -2.3559 3.9569 -2.3365 -0.2 -0.1 -0.3 0.39
H -3.2396 -1.3720 -1.9684 0.0 -0.1 -0.1 -0.32
H 2.3155 3.1197 3.3403 -0.1 0.1 0.3 0.39
H -1.2084 -1.7481 -0.7372 -0.3 0.2 0.1 0.34
H -4.0462 -6.5396 1.8558 0.0 0.2 0.2 0.40
H 0.7192 2.0009 0.1658 0.2 0.0 -0.3 0.27
H 0.8375 2.0054 5.4146 -0.2 -0.3 0.1 0.42
H 3.4017 1.2898 5.3125 0.1 -0.3 0.0 0.38
H 2.4406 3.4073 0.8659 0.2 -0.1 0.1 0.46
H 1.5244 0.0527 1.7763 0.1 0.0 0.0 0.14
H 0.1550 -0.9340 -2.8157 -0.1 0.2 -0.1 0.33
H -1.4495 -7.3699 2.2052 -0.2 -0.1 0.1 0.44
H -1.0572 3.0957 1.1802 -0.2 0.0 -0.1 0.75
H -3.8537 -4.2809 0.3193 -0.2 -0.2 0.0 0.35
H -1.0111 0.2163 1.1729 0.2 0.1 0.1 0.54
H 1.9408 -2.4150 -4.1384 0.0 0.0 -0.1 0.48
H 0.4114 -1.0154 -6.8099 -0.1 0.0 -0.2 0.28
H -0.9636 -0.0252 -6.2944 0.0 0.1 0.1 0.28
H 3.7991 0.3231 2.7744 0.1 -0.4 0.3 0.40
H 2.4206 7.2908 2.7979 0.2 0.0 -0.1 0.42
H -3.2382 5.5620 3.9936 0.1 0.2 0.0 0.42
H -1.3635 -2.4741 1.7356 0.1 -0.1 -0.1 -0.02
H 4.5657 -2.2103 -3.4526 0.0 0.0 -0.1 0.38
H -3.4447 3.3524 2.4678 0.0 0.1 0.0 0.42
H -0.0836 -6.0257 0.6954 0.0 0.2 0.1 0.23
H -1.5532 3.0269 -1.1115 -0.6 -0.5 0.2 -0.13
H -4.3353 -2.6294 -1.3370 -0.1 0.1 0.1 -0.05
H 2.5721 6.0610 0.3876 0.2 -0.1 0.0 0.39
H 5.4429 -4.6911 -3.0467 0.0 -0.2 -0.1 0.37
H 0.3153 5.1250 1.7965 -0.1 -0.2 0.0 0.42
H -0.8054 -1.6925 3.2176 0.2 0.0 0.0 0.23
H -0.8643 3.0352 -2.6287 -0.3 0.0 -0.5 0.21
```
Positions in Å, forces in eV/Å.